Here is a molecular structure, C5H10NO2 at a distorted geometry from OMol25. Energies are from ωB97M-V/def2-TZVPD.

Each line ends with the Mulliken charge.
Positions of all 18 atoms, in Å:
O (-0.02, -1.20, 2.86)  -0.658
C (-0.28, -2.15, 2.09)  0.144
O (0.40, -3.14, 1.78)  -0.676
C (-0.26, 2.19, -0.54)  0.053
C (0.58, 1.15, 0.18)  -0.812
C (0.22, -0.32, -0.19)  -0.258
C (0.33, -0.62, -1.69)  -1.385
N (-1.39, 2.06, -1.25)  -0.669
H (-1.40, 1.78, -0.10)  0.250
H (1.64, 1.30, 0.01)  0.409
H (0.39, 1.22, 1.27)  0.282
H (0.82, -1.00, 0.39)  0.433
H (-0.82, -0.44, 0.09)  0.248
H (0.08, 3.22, -0.30)  0.337
H (1.33, -0.35, -2.08)  0.307
H (0.06, -1.65, -1.92)  0.371
H (-1.30, -2.08, 1.58)  0.273
H (-0.38, 0.04, -2.19)  0.351

Values from the calculation:
E = -10930.044 eV
HOMO-LUMO gap = 7.68 eV
energy relative to the best compared isomer or geometry (same formula, charge and spin) = 4.221 eV
charge = -1